{"formula": "C5H12Si", "method": "the ωB97M-V functional and the def2-TZVPD basis", "homo_ev": -9.696, "mol_weight_g_mol": 100.237, "total_energy_ha": -487.0970, "smiles": "C=C[C@H]([SiH3])CC", "relative_energy_ev": 2.145, "species": ["C", "C", "C", "Si", "C", "C", "H", "H", "H", "H", "H", "H", "H", "H", "H", "H", "H", "H"], "coordinates": [[0.849, -2.380, 0.025], [0.209, -1.342, -0.454], [-0.401, -0.002, 0.317], [-2.259, -0.060, 0.074], [0.230, 1.239, -0.318], [1.630, 1.542, 0.133], [1.115, -3.278, -0.507], [1.075, -2.376, 1.114], [0.067, -1.209, -1.572], [-0.209, 0.048, 1.310], [-2.639, -1.239, 0.805], [-2.923, -0.006, -1.220], [-2.642, 1.003, 0.818], [-0.533, 1.954, 0.050], [0.354, 1.305, -1.465], [2.078, 0.525, 0.281], [1.692, 2.101, 1.157], [2.307, 2.173, -0.547]], "lowdin_charge": [-0.035, -0.204, -0.460, 0.675, -0.353, -0.144, 0.047, 0.070, 0.109, 0.060, -0.069, -0.069, -0.104, 0.082, 0.136, 0.072, 0.098, 0.089]}

---

{"formula": "C45H32ClO5PPtS6Sb", "method": "the ωB97M-V functional and the def2-TZVPD basis", "charge": 1, "multiplicity": 5, "homo_ev": [-10.062, -10.501], "mol_weight_g_mol": 1228.413, "total_energy_ha": -5660.0610, "relative_energy_ev": 2.032, "species": ["Pt", "O", "C", "C", "O", "C", "C", "O", "C", "O", "O", "Cl", "C", "C", "C", "C", "C", "C", "P", "C", "C", "C", "C", "C", "C", "C", "C", "C", "C", "C", "C", "H", "H", "H", "H", "H", "H", "H", "H", "H", "H", "H", "H", "H", "H", "C", "S", "C", "C", "S", "S", "C", "S", "S", "H", "H", "H", "S", "Sb", "C", "C", "C", "C", "C", "C", "C", "C", "C", "C", "C", "C", "C", "C", "C", "C", "C", "C", "H", "H", "H", "H", "H", "H", "H", "H", "H", "H", "H", "H", "H", "H", "H"], "coordinates": [[-0.350, 0.788, 0.451], [-3.577, -3.164, 4.522], [-3.022, -2.262, 3.972], [-3.557, -1.440, 2.791], [-4.702, -1.167, 2.568], [-2.330, -0.953, 2.076], [-1.258, -1.119, 2.973], [-0.030, -0.733, 2.556], [-1.586, -1.778, 4.190], [-0.909, -1.960, 5.183], [-2.298, -0.430, 0.951], [2.911, 0.612, -0.958], [3.405, 2.193, -0.506], [4.744, 2.490, -0.327], [5.096, 3.775, 0.054], [4.116, 4.741, 0.222], [2.779, 4.433, 0.028], [2.398, 3.141, -0.325], [0.676, 2.594, -0.611], [0.602, 2.387, -2.407], [-0.330, 1.500, -2.941], [-0.481, 1.406, -4.313], [0.300, 2.190, -5.148], [1.240, 3.061, -4.617], [1.393, 3.166, -3.248], [-0.280, 4.113, -0.316], [-0.242, 4.664, 0.965], [-1.005, 5.773, 1.271], [-1.822, 6.339, 0.303], [-1.857, 5.802, -0.974], [-1.092, 4.690, -1.287], [5.494, 1.732, -0.488], [6.135, 4.020, 0.209], [4.391, 5.746, 0.501], [2.035, 5.208, 0.132], [-0.935, 0.890, -2.276], [-1.212, 0.731, -4.734], [0.182, 2.124, -6.218], [1.845, 3.672, -5.269], [2.118, 3.852, -2.834], [0.396, 4.212, 1.712], [-0.955, 6.204, 2.259], [-2.422, 7.203, 0.546], [-2.480, 6.258, -1.731], [-1.128, 4.281, -2.288], [-3.979, 3.346, 4.207], [-4.175, 4.546, 2.861], [-3.831, 3.637, 1.424], [-2.884, 2.660, 1.220], [-1.655, 2.195, 2.295], [-2.867, 1.962, -0.386], [-3.911, 3.140, -1.139], [-4.114, 3.238, -2.758], [-4.702, 4.186, 0.010], [-4.276, 3.867, 5.112], [-2.945, 3.027, 4.274], [-4.638, 2.503, 4.024], [0.412, -1.478, -0.478], [2.144, -1.643, 1.105], [1.918, -3.409, 2.283], [2.505, -3.420, 3.539], [2.455, -4.569, 4.308], [1.839, -5.706, 3.814], [1.264, -5.692, 2.554], [1.292, -4.539, 1.784], [4.124, -1.948, 0.360], [4.326, -2.442, -0.916], [5.608, -2.772, -1.321], [6.674, -2.604, -0.450], [6.462, -2.104, 0.823], [5.182, -1.777, 1.235], [2.175, -0.117, 2.607], [0.984, -0.263, 3.488], [0.605, 0.996, 4.180], [1.365, 2.115, 4.088], [2.536, 2.150, 3.311], [2.895, 1.037, 2.544], [3.015, -2.538, 3.910], [2.899, -4.572, 5.292], [1.815, -6.603, 4.415], [0.792, -6.581, 2.163], [0.840, -4.522, 0.799], [3.487, -2.563, -1.591], [5.775, -3.167, -2.313], [7.673, -2.865, -0.765], [7.290, -1.974, 1.504], [5.014, -1.394, 2.233], [1.099, -1.067, 4.241], [-0.292, 0.968, 4.779], [1.066, 3.000, 4.626], [3.122, 3.052, 3.255], [3.749, 1.101, 1.882]], "lowdin_charge": [0.679, 0.189, -0.224, -0.236, 0.169, -0.343, -0.186, -0.204, -0.292, 0.107, -0.186, 0.750, -0.646, -0.084, -0.051, -0.057, -0.066, -0.364, 0.897, -0.396, -0.119, -0.056, -0.057, -0.058, -0.074, -0.384, -0.168, -0.077, -0.075, -0.085, -0.095, 0.117, 0.115, 0.113, 0.105, 0.055, 0.115, 0.111, 0.112, 0.113, 0.092, 0.114, 0.116, 0.117, 0.102, -0.353, 0.915, -0.930, -0.982, 0.799, 0.922, -1.411, 0.681, 0.974, 0.048, -0.022, 0.058, 0.092, 1.321, -0.333, -0.128, -0.063, -0.061, -0.064, -0.111, -0.393, -0.142, -0.064, -0.067, -0.071, -0.126, -0.246, -0.323, -0.031, -0.084, -0.039, -0.119, 0.097, 0.111, 0.112, 0.111, 0.096, 0.098, 0.112, 0.110, 0.110, 0.098, 0.153, 0.120, 0.116, 0.112, 0.092]}

---

{"formula": "C20H30N2O3", "method": "the ωB97M-V functional and the def2-TZVPD basis", "homo_ev": -8.177, "mol_weight_g_mol": 346.471, "total_energy_ha": -1114.6440, "smiles": "COc1ccc(C(=O)N[C@H](C(=O)NCC2CCCCC2)C(C)C)cc1", "relative_energy_ev": 20.272, "species": ["C", "O", "C", "C", "C", "C", "C", "O", "N", "C", "C", "O", "N", "C", "C", "C", "C", "C", "C", "C", "C", "C", "C", "C", "C", "H", "H", "H", "H", "H", "H", "H", "H", "H", "H", "H", "H", "H", "H", "H", "H", "H", "H", "H", "H", "H", "H", "H", "H", "H", "H", "H", "H", "H", "H"], "coordinates": [[-3.256, -4.817, 2.356], [-2.193, -4.325, 2.737], [-1.452, -3.417, 1.882], [-1.933, -3.012, 0.646], [-0.955, -2.282, -0.264], [0.348, -1.703, 0.227], [0.949, -0.836, -0.793], [2.067, -0.470, -0.143], [0.498, -0.458, -1.819], [1.342, 0.585, -2.618], [0.952, 1.864, -2.133], [0.433, 2.865, -2.517], [1.794, 2.117, -0.843], [1.465, 3.361, -0.046], [0.853, 2.979, 1.302], [1.642, 1.804, 2.024], [0.736, 1.717, 3.439], [-0.223, 0.965, 3.186], [-1.268, 1.986, 2.234], [-0.422, 2.259, 0.821], [0.807, 0.513, -3.928], [1.367, -0.812, -4.667], [-0.588, 0.533, -4.380], [0.440, -2.014, 1.423], [-0.287, -2.798, 2.227], [-3.231, -5.552, 1.586], [-3.605, -5.324, 3.303], [-3.977, -4.073, 2.167], [-2.880, -3.721, 0.171], [-1.425, -2.231, -1.349], [-0.615, -0.406, -1.961], [2.277, 0.410, -2.394], [2.183, 1.287, -0.627], [0.997, 3.968, -0.598], [2.556, 3.793, 0.293], [0.613, 3.822, 1.791], [2.501, 2.384, 2.304], [1.913, 1.066, 1.497], [1.515, 0.985, 4.207], [0.786, 2.590, 4.216], [-1.031, 0.954, 3.981], [-0.402, 0.048, 2.805], [-2.183, 1.636, 2.032], [-1.407, 3.057, 2.888], [-0.993, 2.894, 0.475], [-0.133, 1.319, 0.328], [1.166, 1.238, -4.568], [2.247, -0.993, -4.693], [1.070, -0.972, -5.773], [0.819, -1.633, -4.191], [-1.098, 1.349, -3.810], [-1.095, -0.380, -3.953], [-1.245, 0.665, -5.477], [1.490, -1.726, 1.631], [0.069, -3.059, 3.364]], "lowdin_charge": [-0.277, -0.063, -0.224, 0.004, 0.052, -0.177, -0.452, -0.058, 0.201, -0.146, -0.358, 0.124, 0.090, -0.109, -0.282, -0.037, -0.280, -0.302, -0.045, -0.114, -0.389, -0.004, -0.112, -0.153, -0.024, 0.092, 0.131, 0.083, 0.171, 0.122, 0.224, 0.124, 0.003, 0.026, 0.165, 0.099, 0.097, 0.006, 0.171, 0.158, 0.132, 0.063, 0.020, 0.164, 0.012, 0.112, 0.126, -0.046, 0.122, 0.081, 0.076, 0.068, 0.184, 0.159, 0.188]}

---

{"formula": "H30O15", "method": "the ωB97M-V functional and the def2-TZVPD basis", "homo_ev": -10.469, "mol_weight_g_mol": 270.225, "total_energy_ha": -1146.4381, "relative_energy_ev": 5.495, "species": ["H", "H", "H", "H", "H", "H", "H", "H", "H", "H", "H", "H", "H", "H", "H", "H", "H", "H", "H", "H", "H", "H", "H", "H", "H", "H", "H", "H", "H", "H", "O", "O", "O", "O", "O", "O", "O", "O", "O", "O", "O", "O", "O", "O", "O"], "coordinates": [[-0.848, -0.239, -0.328], [0.543, 0.009, 0.273], [1.624, 1.862, 3.105], [1.843, 2.899, 1.879], [-4.446, -1.936, -0.287], [-3.409, -2.783, 0.447], [1.319, 1.187, -2.511], [1.535, 2.354, -1.582], [-1.383, -3.196, -0.177], [-0.613, -2.498, -1.400], [1.130, -0.759, 3.626], [0.779, -1.550, 4.818], [-3.418, 1.435, -1.031], [-3.695, 0.607, 0.265], [-1.641, -1.135, 2.104], [-1.549, 0.314, 2.283], [-4.778, -0.210, -1.970], [-3.247, -0.266, -1.783], [4.843, -0.680, -0.062], [6.374, -0.376, -0.214], [0.479, 3.647, -1.514], [0.917, 4.879, -2.125], [0.157, -5.509, -0.957], [0.411, -4.680, 0.230], [1.710, -2.424, -1.798], [0.760, -3.606, -1.991], [4.170, 3.756, -1.415], [3.409, 2.504, -1.656], [-1.666, 3.715, 2.467], [-1.335, 2.326, 2.360], [0.039, -0.594, -0.185], [1.417, 2.080, 2.135], [-4.246, -2.186, 0.619], [2.008, 1.634, -1.997], [-1.455, -2.864, -1.154], [0.423, -0.851, 4.238], [-3.037, 0.966, -0.243], [-1.071, -0.361, 1.772], [-3.986, 0.005, -2.419], [5.662, -0.273, 0.337], [0.186, 4.279, -2.196], [-0.123, -4.707, -0.574], [1.636, -3.245, -2.234], [3.711, 3.373, -2.139], [-1.138, 3.102, 2.986]], "lowdin_charge": [0.023, -0.025, 0.085, 0.025, 0.008, 0.081, 0.082, 0.006, 0.083, -0.019, 0.005, 0.051, 0.078, -0.014, 0.099, 0.036, 0.007, 0.058, 0.070, -0.025, 0.016, 0.028, 0.045, 0.078, -0.006, 0.006, 0.000, 0.052, 0.028, 0.047, -0.060, -0.085, -0.090, -0.055, -0.105, -0.051, -0.045, -0.094, -0.071, -0.044, -0.036, -0.044, -0.048, -0.098, -0.084]}

---

{"formula": "H4MgO10S2", "method": "the ωB97M-V functional and the def2-TZVPD basis", "charge": -2, "homo_ev": -1.560, "mol_weight_g_mol": 252.461, "total_energy_ha": -1751.5233, "relative_energy_ev": 0.000, "species": ["Mg", "S", "O", "O", "O", "O", "S", "O", "O", "O", "O", "O", "H", "H", "O", "H", "H"], "coordinates": [[16.647, 10.492, 3.517], [19.023, 11.230, 3.010], [19.323, 12.471, 3.770], [17.720, 11.412, 2.242], [20.134, 10.864, 2.139], [18.604, 10.137, 3.951], [15.809, 8.140, 4.244], [14.494, 7.547, 3.993], [16.528, 8.553, 2.983], [15.639, 9.515, 4.898], [16.648, 7.277, 5.068], [16.455, 12.229, 4.603], [15.788, 12.444, 5.253], [17.177, 12.865, 4.646], [14.934, 10.855, 2.443], [14.078, 11.195, 2.699], [14.832, 10.410, 1.601]], "lowdin_charge": [0.431, 0.297, -0.424, -0.424, -0.384, -0.382, 0.279, -0.418, -0.410, -0.441, -0.384, -0.028, 0.072, 0.065, -0.013, 0.078, 0.086]}